[1]
The following is a DFT calculation (ωB97M-V/def2-TZVPD) of 10 unconnected molecules or ions with the total composition C4H30N2O11 at a distorted geometry.

Geometry (Å):
O: 0.22379 -3.95659 0.16475
C: 0.97742 -3.14801 0.62393
O: 2.32119 -3.02600 0.33720
C: 0.57760 -1.78168 1.22466
C: 0.32243 -0.76945 0.00665
C: 1.49035 -0.12768 -0.52021
N: 1.22832 1.33448 -0.77506
N: -0.66628 -1.68661 2.13432
H: 2.81254 -3.79477 0.17684
H: 1.42053 -1.27187 1.84202
H: -0.57763 -0.13394 0.36620
H: -0.21792 -1.46185 -0.66554
H: 1.76289 -0.54470 -1.47962
H: 2.34454 -0.15992 0.13347
H: 1.84784 1.79637 -1.47874
H: 0.24467 1.39263 -1.17652
H: 1.20547 2.02979 0.01436
H: -0.96029 -2.57239 2.46558
H: -0.29251 -1.01586 3.02894
H: -1.49153 -1.40341 1.61815
H: -3.13886 -2.42183 -0.30789
H: -3.62071 -3.27685 0.67113
O: -2.79925 -2.63062 0.49897
H: 0.86200 -1.39067 5.36402
H: 0.53508 -0.11901 4.68638
O: 1.03512 -0.83396 4.58826
H: -2.30073 1.53801 2.29194
H: -2.66681 0.05596 2.92662
O: -1.97587 0.71555 2.48744
H: 3.47019 -0.83884 2.41051
H: 3.54754 -2.38785 1.85340
O: 3.12224 -1.69383 2.36991
H: -0.18055 0.31626 -5.46425
H: -1.29070 0.04469 -4.52181
O: -0.70002 0.73125 -4.80096
H: -2.77265 1.72673 -4.16318
H: -3.91973 1.21882 -3.27040
O: -2.93787 1.16517 -3.51601
H: -2.06052 3.20703 -0.98403
H: -2.12046 2.28335 -2.28786
O: -1.58715 2.49400 -1.53042
H: 1.05695 4.70354 1.50613
H: 0.24453 4.08010 0.41463
O: 0.50913 4.02935 1.30586
H: 1.06298 2.32817 -3.83408
H: 2.43070 2.50966 -3.57525
O: 1.62202 2.74727 -3.16048

Summary:
Strongest force on any atom in Eh/bohr: 0.1505
ΔE to the lowest compared entry with this formula, charge and spin in kcal per mole: 60.00
2S+1: 1
Gap between HOMO and LUMO in eV: 11.378
M in g mol⁻¹: 282.3
LUMO level in eV: -5.265
Net charge: +2

natural (NBO) population analysis, charges in e, atoms 1 to 6:
1 O -0.497
2 C 0.775
3 O -0.725
4 C -0.175
5 C -0.469
6 C -0.226


[2]
The following is a DFT calculation (ωB97M-V/def2-TZVPD) of 13 unconnected molecules or ions with the total composition C4H30NO14S at a distorted geometry.

Geometry (Å):
O: -0.97251 0.12981 2.40449
C: -0.12439 -0.43484 1.73093
N: -0.17699 -0.67905 0.38364
C: -1.20786 -0.05256 -0.42923
C: -2.58264 -0.72508 -0.14519
S: -2.70155 -1.33582 -1.97919
C: -0.82770 -0.32522 -1.89348
O: 0.14529 -1.00467 -2.26422
H: 0.66725 -1.00817 2.22414
H: 0.72615 -0.78370 -0.05343
H: -1.13103 1.01837 -0.22636
H: -2.43715 -1.62071 0.44164
H: -3.42934 -0.08171 0.03140
H: -1.02609 0.57488 -2.48516
H: 0.53822 -4.13110 2.20812
H: 0.00000 -3.99689 0.91805
O: 0.79876 -3.69094 1.38167
H: 1.42988 2.77807 -0.03582
H: 0.27744 3.23877 0.81484
O: 1.15498 3.53104 0.49542
H: 3.35886 0.02565 2.89817
H: 2.14578 0.86883 2.87297
O: 2.41226 -0.05377 2.75935
H: 1.05699 2.31992 -3.17603
H: 0.21351 3.21019 -2.52217
O: 0.14488 2.63257 -3.30083
H: 2.70499 -0.54423 -1.70430
H: 3.89836 -0.23669 -2.78691
O: 3.47530 -0.02502 -1.94993
H: -2.57498 -3.66174 0.40798
H: -1.40345 -3.04923 0.49616
O: -1.94691 -3.53643 1.15030
H: 3.04872 3.37738 1.33263
H: 4.01712 2.43137 0.69075
O: 3.75913 3.37677 0.68581
H: -2.33886 2.83786 0.78373
H: -1.37697 1.71410 1.42231
O: -1.60663 2.65783 1.39292
H: -1.68406 3.76504 -1.72094
H: -1.98769 2.30905 -1.42924
O: -2.14993 3.19740 -1.09746
H: 3.72305 -0.06117 1.02739
H: 3.89516 0.49704 -0.41346
O: 4.06166 0.69582 0.54344
H: -2.86846 -1.64540 2.78470
H: -3.02853 -0.17142 2.89294
O: -3.40253 -0.99454 3.24165
H: 1.27288 -2.38900 -1.78893
H: 2.00284 -3.14361 -0.78120
O: 1.95228 -3.08627 -1.74741

Summary:
Strongest force on any atom in Eh/bohr: 0.0575
⟨S²⟩: 0.771
2S+1: 2
Gap between HOMO and LUMO (alpha / beta) in eV: 9.536 / 6.040
M in g mol⁻¹: 348.3
LUMO level (alpha / beta) in eV: -0.671 / -4.167

natural (NBO) population analysis, charges in e, atoms 1 to 6:
1 O -0.635
2 C 0.533
3 N -0.644
4 C -0.162
5 C -0.468
6 S 0.169


Q: The highest M belongs to which entry?
A: C4H30NO14S


Q: The highest strongest force on any atom belongs to which entry?
A: C4H30N2O11


Repeat the second record exactly.
The following is a DFT calculation (ωB97M-V/def2-TZVPD) of 13 unconnected molecules or ions with the total composition C4H30NO14S at a distorted geometry.

Geometry (Å):
O: -0.97251 0.12981 2.40449
C: -0.12439 -0.43484 1.73093
N: -0.17699 -0.67905 0.38364
C: -1.20786 -0.05256 -0.42923
C: -2.58264 -0.72508 -0.14519
S: -2.70155 -1.33582 -1.97919
C: -0.82770 -0.32522 -1.89348
O: 0.14529 -1.00467 -2.26422
H: 0.66725 -1.00817 2.22414
H: 0.72615 -0.78370 -0.05343
H: -1.13103 1.01837 -0.22636
H: -2.43715 -1.62071 0.44164
H: -3.42934 -0.08171 0.03140
H: -1.02609 0.57488 -2.48516
H: 0.53822 -4.13110 2.20812
H: 0.00000 -3.99689 0.91805
O: 0.79876 -3.69094 1.38167
H: 1.42988 2.77807 -0.03582
H: 0.27744 3.23877 0.81484
O: 1.15498 3.53104 0.49542
H: 3.35886 0.02565 2.89817
H: 2.14578 0.86883 2.87297
O: 2.41226 -0.05377 2.75935
H: 1.05699 2.31992 -3.17603
H: 0.21351 3.21019 -2.52217
O: 0.14488 2.63257 -3.30083
H: 2.70499 -0.54423 -1.70430
H: 3.89836 -0.23669 -2.78691
O: 3.47530 -0.02502 -1.94993
H: -2.57498 -3.66174 0.40798
H: -1.40345 -3.04923 0.49616
O: -1.94691 -3.53643 1.15030
H: 3.04872 3.37738 1.33263
H: 4.01712 2.43137 0.69075
O: 3.75913 3.37677 0.68581
H: -2.33886 2.83786 0.78373
H: -1.37697 1.71410 1.42231
O: -1.60663 2.65783 1.39292
H: -1.68406 3.76504 -1.72094
H: -1.98769 2.30905 -1.42924
O: -2.14993 3.19740 -1.09746
H: 3.72305 -0.06117 1.02739
H: 3.89516 0.49704 -0.41346
O: 4.06166 0.69582 0.54344
H: -2.86846 -1.64540 2.78470
H: -3.02853 -0.17142 2.89294
O: -3.40253 -0.99454 3.24165
H: 1.27288 -2.38900 -1.78893
H: 2.00284 -3.14361 -0.78120
O: 1.95228 -3.08627 -1.74741

Summary:
Strongest force on any atom in Eh/bohr: 0.0575
⟨S²⟩: 0.771
2S+1: 2
Gap between HOMO and LUMO (alpha / beta) in eV: 9.536 / 6.040
M in g mol⁻¹: 348.3
LUMO level (alpha / beta) in eV: -0.671 / -4.167

natural (NBO) population analysis, charges in e, atoms 1 to 6:
1 O -0.635
2 C 0.533
3 N -0.644
4 C -0.162
5 C -0.468
6 S 0.169


Q: Which of these has the lowest strongest force on any atom?
A: C4H30NO14S